{"formula": "C32H32ClN2", "method": "the ωB97M-V functional and the def2-TZVPD basis", "elements": ["C", "C", "C", "C", "C", "C", "C", "C", "C", "C", "C", "C", "C", "C", "C", "C", "C", "H", "H", "H", "H", "H", "H", "H", "H", "H", "H", "H", "H", "H", "H", "H", "H", "H", "C", "N", "C", "H", "C", "C", "C", "Cl", "C", "C", "C", "N", "C", "C", "C", "C", "C", "C", "C", "H", "H", "H", "H", "H", "H", "H", "H", "H", "H", "H", "H", "H", "H"], "positions_angstrom": [[-5.30414, -0.49902, -4.22008], [-4.04950, -0.10152, -3.50909], [-4.08457, 0.54052, -2.26101], [-2.91780, 0.77557, -1.54673], [-1.64666, 0.42062, -2.09048], [-0.42279, 0.62342, -1.37677], [0.81761, 0.24105, -1.92394], [1.98518, 0.96082, -1.70842], [3.20680, 0.77809, -2.43740], [4.44906, 1.22727, -1.90606], [5.63961, 0.93080, -2.54903], [5.64687, 0.21432, -3.75409], [6.95858, -0.12380, -4.39488], [4.42601, -0.15301, -4.33938], [3.22278, 0.11565, -3.69918], [-1.63005, -0.09634, -3.42410], [-2.80569, -0.36771, -4.09502], [-5.04608, -1.02526, -5.14509], [-5.90353, -1.18206, -3.60601], [-5.92800, 0.37100, -4.46223], [-5.05521, 0.80278, -1.83646], [-2.95740, 1.21875, -0.54670], [-0.41386, 1.24274, -0.47453], [0.86391, -0.61753, -2.61055], [1.96052, 1.75603, -0.95583], [4.45011, 1.77649, -0.95977], [6.59694, 1.22531, -2.11354], [6.80930, -0.67154, -5.33042], [7.51966, 0.79376, -4.61669], [7.59059, -0.72971, -3.72959], [4.43992, -0.68030, -5.29613], [2.27546, -0.18289, -4.15671], [-0.67318, -0.29434, -3.91671], [-2.77602, -0.83128, -5.08118], [-0.99279, 2.29487, 3.24322], [-1.52994, 1.02578, 2.80483], [-0.76051, 0.08692, 2.02052], [-0.72055, 0.39681, 0.91979], [0.64149, -0.08336, 2.55130], [0.80286, -0.47566, 3.88606], [2.08925, -0.63522, 4.40373], [2.26471, -1.14021, 6.03404], [3.20967, -0.38514, 3.59492], [3.03381, 0.01905, 2.26482], [1.74623, 0.16671, 1.74068], [-1.56592, -1.10257, 2.10480], [-1.08475, -2.38116, 1.63836], [-2.70294, -0.89295, 2.84459], [-2.67900, 0.45073, 3.28847], [-3.53082, 0.90184, 4.29993], [-4.41222, -0.03457, 4.85251], [-4.43693, -1.37464, 4.41119], [-3.57436, -1.83008, 3.40672], [-1.73066, 2.78623, 3.88535], [-0.06237, 2.16575, 3.81595], [-0.77592, 2.92163, 2.36692], [-0.05605, -0.65681, 4.53301], [4.19401, -0.51970, 4.03417], [3.90822, 0.21773, 1.63720], [1.59257, 0.47408, 0.69763], [-1.83844, -3.13485, 1.88204], [-0.90922, -2.35156, 0.55197], [-0.13599, -2.63880, 2.13156], [-3.45969, 1.93862, 4.63685], [-5.09205, 0.27400, 5.64781], [-5.14128, -2.07190, 4.86880], [-3.53484, -2.87028, 3.07402]], "lowdin_charge": [-0.0295, -0.2350, -0.0098, 0.0185, -0.1945, 0.0364, -0.0792, 0.0139, -0.2075, -0.0012, -0.0227, -0.2448, -0.0367, -0.0141, 0.0021, 0.0095, -0.0155, 0.0838, 0.0994, 0.1005, 0.1298, 0.1272, 0.1082, 0.1176, 0.1334, 0.1215, 0.1281, 0.0832, 0.0970, 0.0978, 0.1231, 0.1125, 0.1123, 0.1241, -0.0129, -0.0731, -0.2453, 0.1163, -0.1794, -0.0454, -0.6620, 0.7130, -0.0849, -0.0591, -0.0268, -0.0761, -0.0104, -0.1750, -0.1779, -0.0244, -0.0983, -0.0988, -0.0249, 0.0836, 0.0931, 0.0909, 0.1338, 0.1083, 0.1044, 0.0707, 0.0835, 0.0884, 0.0950, 0.1007, 0.1015, 0.1016, 0.1004], "charge": 1}


{"formula": "C32H32CrF5N4O8S", "method": "the ωB97M-V functional and the def2-TZVPD basis", "elements": ["Cr", "O", "C", "O", "C", "O", "C", "C", "O", "O", "H", "H", "H", "H", "H", "F", "C", "F", "C", "F", "F", "F", "C", "C", "O", "S", "C", "C", "C", "C", "C", "C", "C", "C", "H", "H", "H", "H", "H", "H", "H", "N", "C", "O", "C", "C", "C", "C", "N", "C", "H", "H", "H", "H", "H", "H", "C", "C", "N", "C", "C", "C", "O", "C", "C", "C", "C", "N", "C", "H", "H", "H", "H", "H", "H", "H", "H", "H", "H", "H", "H", "H", "H"], "positions_angstrom": [[1.23775, 1.65482, 0.29726], [4.34040, 3.91025, 1.93200], [4.03074, 2.79404, 1.30418], [3.15702, 2.74838, 0.46558], [4.88054, 1.60145, 1.70898], [4.10451, 0.43968, 1.82207], [3.35905, 0.34404, 3.03289], [2.32299, 1.48485, 3.22512], [2.36985, 2.11645, 4.27214], [1.51156, 1.67174, 2.25940], [3.66513, 4.58103, 1.72903], [5.60147, 1.40958, 0.91181], [5.41554, 1.83891, 2.63359], [2.83636, -0.61077, 2.97807], [4.03344, 0.35364, 3.89447], [-0.47143, 3.65369, 1.50181], [0.23455, 3.46272, 0.33715], [-0.72531, 3.48741, -0.66746], [0.98141, 4.78601, 0.13384], [0.16556, 5.84118, -0.03494], [1.77706, 4.74264, -0.94889], [1.75707, 5.09205, 1.20601], [-7.90938, -0.16095, 5.68805], [-6.59715, -0.19333, 4.95129], [-5.66774, 0.52742, 5.17007], [-6.58334, -1.46027, 3.67426], [-5.06212, -1.05959, 2.84144], [-5.11947, -0.39619, 1.62175], [-3.94892, 0.01793, 1.01364], [-2.70945, -0.20646, 1.62502], [-2.66952, -0.92732, 2.82381], [-3.83901, -1.35005, 3.43024], [-1.51804, 0.31967, 1.04643], [-0.51225, 0.81191, 0.57116], [-7.75907, 0.24904, 6.68492], [-8.34924, -1.15590, 5.74038], [-8.59413, 0.48953, 5.14220], [-6.08059, -0.20247, 1.16355], [-3.97389, 0.54228, 0.06756], [-1.71151, -1.13696, 3.28012], [-3.81031, -1.89284, 4.36532], [4.09351, 1.97380, -5.58041], [3.93502, 2.00140, -4.19647], [4.91488, 2.20640, -3.47026], [2.59966, 1.73046, -3.71138], [1.52340, 1.17108, -4.49069], [0.33751, 0.88956, -3.84399], [0.19049, 1.13131, -2.48556], [1.21455, 1.68765, -1.73711], [2.34503, 1.97789, -2.36380], [4.97640, 2.34668, -5.89000], [3.30030, 2.25198, -6.13569], [1.65254, 0.93031, -5.53753], [-0.49701, 0.46783, -4.39175], [-0.72762, 0.92210, -1.95739], [3.13487, 2.43803, -1.78549], [-2.21505, -4.84131, -0.41275], [-1.39796, -4.74561, -1.69805], [-0.50113, -3.59592, -1.70844], [-0.84320, -2.47416, -2.57587], [-2.06072, -1.69144, -2.10035], [0.67939, -3.73007, -1.04963], [1.00032, -4.76785, -0.48515], [1.58366, -2.53612, -1.02313], [2.77816, -2.54301, -1.73545], [3.61197, -1.44653, -1.61796], [3.22877, -0.39387, -0.81107], [2.06748, -0.35998, -0.14461], [1.28311, -1.43688, -0.23703], [-2.86308, -5.71867, -0.44747], [-2.83157, -3.95368, -0.27054], [-1.54341, -4.93901, 0.43896], [-2.05528, -4.66828, -2.56546], [-0.78844, -5.64511, -1.79691], [-1.03882, -2.87095, -3.57851], [0.01275, -1.80515, -2.64660], [-2.94090, -2.33355, -2.03300], [-2.27846, -0.88912, -2.80703], [-1.87008, -1.24336, -1.12606], [3.03221, -3.38741, -2.36268], [4.54529, -1.39232, -2.16104], [3.88132, 0.45786, -0.68815], [0.36000, -1.39423, 0.32618]], "lowdin_charge": [0.7820, 0.1789, -0.4357, 0.0408, -0.0939, -0.1387, -0.0874, -0.6134, 0.0498, -0.1037, 0.1296, 0.1479, 0.1428, 0.1313, 0.1233, 0.0405, -0.4064, 0.0174, -0.5593, 0.1432, 0.1416, 0.1179, -0.0867, -0.7495, 0.0483, 0.9852, -0.5490, -0.1002, -0.0257, -0.2373, -0.0128, -0.0936, -0.0841, -0.0706, 0.0833, 0.0631, 0.0857, 0.0998, 0.1185, 0.1194, 0.1087, 0.1237, -0.5360, -0.0206, -0.1628, -0.0738, -0.1127, -0.1471, -0.0664, -0.1065, 0.0849, 0.0726, 0.0778, 0.0940, 0.0765, 0.1059, -0.0688, -0.2056, -0.0511, -0.1959, -0.0635, -0.4233, 0.0619, -0.1179, 0.0152, -0.0145, -0.1069, 0.0417, -0.0439, 0.0712, 0.0634, 0.0732, 0.1151, 0.1148, 0.1206, 0.0989, 0.0677, 0.0733, 0.0547, 0.1251, 0.1152, 0.1079, 0.1112], "multiplicity": 5, "charge": -1, "s_squared": 6.06, "de_lowest_kj_mol": 0.0}


{"formula": "C32H32FeN8S3", "method": "the ωB97M-V functional and the def2-TZVPD basis", "elements": ["Fe", "N", "C", "N", "C", "N", "N", "C", "C", "C", "C", "C", "C", "N", "C", "C", "C", "C", "C", "C", "H", "H", "H", "H", "H", "H", "H", "H", "H", "H", "H", "C", "C", "S", "C", "C", "S", "C", "C", "S", "H", "H", "H", "H", "H", "H", "H", "H", "H", "H", "H", "H", "N", "C", "C", "C", "C", "C", "C", "N", "C", "C", "C", "C", "N", "C", "C", "H", "H", "H", "H", "H", "H", "H", "H", "H"], "positions_angstrom": [[0.48806, 1.43709, -0.08197], [0.08746, 5.77890, 0.33306], [0.59893, 4.62497, -0.07408], [0.34459, 3.46712, 0.47240], [-0.42967, 3.46387, 1.66377], [-0.38996, 2.41707, 2.42189], [0.57965, 1.60950, 1.81435], [1.66126, 1.37987, 2.43468], [2.75347, 0.91392, 1.57506], [3.97606, 0.48720, 2.05443], [4.98413, 0.21021, 1.14054], [4.72566, 0.37466, -0.20882], [3.46204, 0.78775, -0.60665], [2.48967, 1.05828, 0.26179], [-1.18928, 4.65523, 2.01635], [-2.15711, 4.67016, 3.02339], [-2.77926, 5.85349, 3.35484], [-2.43455, 7.03821, 2.69571], [-1.48614, 7.03933, 1.69400], [-0.87489, 5.83729, 1.35717], [0.36513, 6.63217, -0.12937], [1.26795, 4.66849, -0.92704], [1.81543, 1.66972, 3.46962], [4.13446, 0.38007, 3.11872], [5.95795, -0.11404, 1.48105], [5.49039, 0.20001, -0.95202], [3.23160, 0.93396, -1.65411], [-2.40189, 3.74532, 3.52737], [-3.53213, 5.87050, 4.12997], [-2.91130, 7.96741, 2.97594], [-1.22564, 7.95412, 1.17670], [-1.10028, -0.46044, -3.64213], [-0.42880, 0.88161, -3.92447], [0.16741, 1.93779, -2.55294], [-1.10740, 3.20074, -2.39500], [-2.40889, 2.69535, -1.81889], [-2.15805, 1.85013, -0.23162], [-3.22748, 0.39248, -0.45511], [-2.69960, -0.72282, -1.34964], [-2.83684, -0.42188, -3.13353], [-0.54074, -1.03855, -2.91142], [-1.08899, -1.02090, -4.57828], [-1.07256, 1.52642, -4.52269], [0.47824, 0.69561, -4.50209], [-1.26403, 3.65977, -3.37181], [-0.65872, 3.94458, -1.74741], [-2.86518, 1.97432, -2.49214], [-3.10342, 3.52323, -1.67227], [-4.18545, 0.77430, -0.80800], [-3.37772, 0.01057, 0.55618], [-3.25340, -1.63755, -1.13455], [-1.65536, -0.89957, -1.14214], [1.22169, -5.59485, -0.60876], [0.93304, -6.87845, -0.18766], [1.36953, -8.12967, -0.62702], [0.85025, -9.21821, 0.03334], [-0.06708, -9.07921, 1.09932], [-0.48562, -7.84416, 1.52781], [0.02888, -6.72293, 0.86586], [-0.22235, -5.37960, 1.08360], [0.49893, -4.75342, 0.19550], [0.49218, -3.29636, 0.07859], [1.13465, -2.59255, -0.94013], [1.03393, -1.21764, -0.97655], [0.33978, -0.50936, -0.07313], [-0.26178, -1.18710, 0.91631], [-0.21587, -2.55632, 1.02512], [1.86101, -5.34671, -1.34195], [2.07630, -8.24396, -1.43744], [1.15113, -10.21152, -0.27073], [-0.44257, -9.96979, 1.58367], [-1.18521, -7.72830, 2.34383], [1.70305, -3.09450, -1.71118], [1.50809, -0.65974, -1.77067], [-0.81022, -0.59169, 1.63678], [-0.72649, -3.07097, 1.82667]], "lowdin_charge": [0.2884, 0.1519, -0.1366, 0.0500, -0.3197, 0.1394, -0.1025, 0.0018, -0.2192, 0.0243, -0.0098, -0.0102, -0.0934, 0.0494, -0.0969, 0.0084, -0.0336, -0.0301, 0.0059, -0.1610, 0.1741, 0.1578, 0.1545, 0.1322, 0.1281, 0.1235, 0.1165, 0.1253, 0.1208, 0.1233, 0.1260, -0.5049, -0.4473, 0.9062, -0.4981, -0.4642, 0.9535, -0.4604, -0.5034, 0.9284, 0.0452, 0.0835, 0.0888, 0.0793, 0.1025, 0.0264, 0.0239, 0.0968, 0.0901, 0.0830, 0.0877, 0.0275, 0.1720, -0.1822, -0.0119, -0.0659, -0.0677, -0.0030, -0.2140, 0.1907, -0.2936, -0.0975, 0.0295, -0.1417, -0.0587, -0.1003, 0.0355, 0.1550, 0.1133, 0.1110, 0.1095, 0.1175, 0.1212, 0.0987, 0.1225, 0.1273], "charge": 2}


What are the total energy values for these records? In order: -49198.4108 -108890.7004 -112505.7884 eV.